[1]
C6H35NO12 | wB97M-V/def2-TZVPD

The maximum force is 10.50 eV Å⁻¹. For the energy above the lowest of the compared OMol25 structures with the same formula, charge and spin, the calculation gives 178.5 kcal/mol. As for the electronic energy: -1207.0632 hartree.

Structure (XYZ):
```
54
C6H35NO12 wB97M-V/def2-TZVPD
C -0.0995 0.4308 -0.5716
C -0.7330 1.5947 -1.0105
N -1.7154 1.5559 -2.0884
C 0.7460 0.4125 0.6381
C 0.0389 -0.2209 1.7639
C -0.3606 -1.4896 2.0073
C -1.2937 -1.6881 3.2024
H -0.2568 -0.4833 -1.1224
H -0.3348 2.6355 -0.7213
H -2.1615 2.4882 -1.9418
H -2.3458 0.9176 -1.9932
H 0.9228 1.4937 1.1282
H 1.8150 0.0471 0.6964
H -0.1662 0.6171 2.6136
H -0.2702 -2.2414 1.3327
H -1.3300 -0.7761 3.8774
H -2.2702 -1.7400 2.8587
H -0.9823 -2.5346 3.7483
H 0.1911 1.9600 -3.2406
H 1.3903 1.9244 -2.2776
O 1.1687 1.7588 -3.1676
H 3.3860 -3.3023 -0.5333
H 2.6596 -2.4476 0.5593
O 3.3575 -2.4283 -0.1084
H -1.3200 4.4193 1.9843
H -1.3568 3.0643 1.3316
O -0.9964 3.9253 1.2191
H 3.0670 -0.7829 -1.5085
H 1.8896 -0.1552 -2.4746
O 2.2699 -0.9533 -2.0194
H -0.0962 -1.2153 -3.8612
H 0.6854 -2.3954 -3.6246
O 0.2282 -1.9602 -4.4347
H 4.1782 2.3084 -0.4884
H 3.1990 2.5718 0.6566
O 3.5006 1.9113 0.0022
H -3.6729 1.7828 1.2293
H -2.4587 1.0725 1.0637
O -2.8506 1.8983 1.2986
H 1.7279 -2.0778 2.4432
H 1.0851 -3.1818 3.1163
O 1.8329 -2.9290 2.6620
H -3.1562 -1.0084 -0.6119
H -3.6709 -1.2649 0.7860
O -3.4343 -0.5961 0.2280
H -2.8280 -2.0586 -2.7671
H -1.8388 -1.9943 -1.7404
O -2.5067 -1.4414 -2.0897
H 0.9359 -2.0132 -1.6411
H 0.6008 -2.8710 -0.6320
O 0.4162 -2.6947 -1.4645
H 0.4966 3.8018 1.5504
H 1.3285 2.7940 2.3819
O 1.3888 3.5597 1.7554
```

[2]
C6H36B3N12NiO6 | wB97M-V/def2-TZVPD

The maximum force is 7.67 eV Å⁻¹. Its spin multiplicity is 3. Its charge is -1. For the energy above the lowest of the compared OMol25 structures with the same formula, charge and spin, the calculation gives 131.5 kcal/mol. As for the electronic energy: -2941.4919 hartree.

Structure (XYZ):
```
64
C6H36B3N12NiO6 wB97M-V/def2-TZVPD
Ni 0.2587 0.9325 1.4371
B -0.3860 0.2421 -0.5824
H 0.3809 0.9940 -0.4794
H -1.3123 0.6274 -0.1850
H -0.4599 0.1041 -1.6500
H 0.0103 -0.5988 -0.0347
B 1.6015 2.6202 1.8236
H 1.1050 2.4332 0.8840
H 1.1276 2.0699 2.6216
H 2.5840 2.1956 1.6866
H 1.6342 3.6630 2.0989
B -0.3494 -0.2042 3.0399
H -0.4039 0.8678 3.1495
H 0.6788 -0.4897 2.8805
H -0.7892 -0.7564 3.8560
H -0.8605 -0.4078 2.1117
C -0.8353 2.9804 -3.2217
O -0.6635 3.8879 -4.0287
N -1.2701 3.0690 -1.9622
N -0.5814 1.7433 -3.4789
H -1.3106 2.3496 -1.2544
H -1.4234 4.0259 -1.6777
H -0.8409 1.1101 -2.7360
H -0.2711 1.5379 -4.4178
C 2.0408 -1.0184 -3.5299
O 2.8723 -0.9783 -4.4055
N 2.1082 -0.6738 -2.2512
N 0.9098 -1.4990 -3.8799
H 2.9923 -0.3858 -1.8569
H 1.2623 -0.4679 -1.7392
H 0.0981 -1.5982 -3.2871
H 0.8553 -1.5708 -4.8859
C -2.0379 -2.8715 -1.7982
O -2.3347 -3.9734 -2.2472
N -0.8808 -2.5543 -1.3753
N -2.8958 -1.9004 -1.6459
H -0.5992 -1.6259 -1.0944
H -0.1829 -3.2620 -1.5546
H -2.6620 -1.0140 -1.2219
H -3.8037 -2.0407 -2.0655
C -0.1937 -3.7801 2.2010
O -0.1079 -4.9029 1.8177
N 0.1713 -3.4479 3.3766
N -0.8673 -2.8809 1.5674
H 0.9987 -3.9566 3.6537
H -0.0389 -2.5301 3.7420
H -1.0749 -1.9661 1.9419
H -1.0749 -3.2050 0.6336
C -2.2874 3.0789 1.6003
O -1.4167 2.2340 1.6146
N -3.5390 2.6938 1.7373
N -2.3071 4.3298 1.4179
H -3.6704 1.7597 2.0982
H -4.2323 3.4126 1.5862
H -1.4831 4.8480 1.1483
H -3.1680 4.8507 1.3303
C 3.1320 -0.6943 0.9104
O 2.1035 -0.0416 1.0761
N 4.3664 -0.3485 1.1408
N 3.1774 -1.9175 0.5217
H 4.5609 0.5800 1.4874
H 5.1430 -0.9424 0.8868
H 4.0954 -2.3013 0.6950
H 2.3472 -2.4347 0.7732
```

[3]
C6H36NO12 | wB97M-V/def2-TZVPD

The maximum force is 3.27 eV Å⁻¹. Its spin multiplicity is 2. For the energy above the lowest of the compared OMol25 structures with the same formula, charge and spin, the calculation gives 45.6 kcal/mol. As for the electronic energy: -1207.6563 hartree.

Structure (XYZ):
```
55
C6H36NO12 wB97M-V/def2-TZVPD
C -3.3618 2.3337 -0.4775
C -2.5293 3.4815 0.1169
C -1.3007 2.8496 0.8139
C -0.1224 3.4428 0.8763
C 0.9982 2.7836 1.5214
C 1.5554 2.8246 2.7377
N -2.5376 1.6800 -1.5990
H -4.3864 2.4929 -0.7734
H -3.4617 1.5216 0.2547
H -2.1416 4.2241 -0.5640
H -3.1343 4.0007 0.8663
H -1.5147 1.8326 1.0809
H 0.1508 4.3943 0.4277
H 1.5620 2.1122 0.8590
H 1.2548 3.6910 3.3220
H 2.4318 2.2997 3.0519
H -1.8308 2.3254 -1.9774
H -3.1054 1.5062 -2.4430
H -2.0416 0.8181 -1.3304
H 2.9975 -0.2469 0.0963
H 2.8023 -0.5145 -1.4150
O 2.7852 0.1716 -0.7480
H 4.0537 -2.9690 -0.7739
H 2.5331 -2.7931 -0.8199
O 3.2928 -2.8016 -0.2036
H -0.6897 -1.9496 -1.1815
H -0.6559 -0.6811 -2.1009
O -1.1323 -1.5091 -1.9060
H -0.7893 -0.2581 4.7568
H -0.9231 -1.8252 4.5467
O -1.1666 -0.9417 4.2136
H 1.7482 -2.5797 0.7484
H 0.2339 -3.2014 0.8334
O 0.8816 -2.5573 1.1661
H -2.5221 -1.7545 0.9510
H -3.6851 -2.7702 1.1304
O -2.9415 -2.5366 0.5520
H -1.8998 -4.0713 -0.0292
H -0.9485 -5.1698 -0.6580
O -0.9777 -4.3700 -0.1324
H -1.0856 -0.2498 2.1759
H -0.2658 -0.7773 1.1777
O -1.1108 -0.2932 1.2017
H 0.7851 -2.3460 -3.1717
H 1.4516 -3.4617 -3.6968
O 1.7102 -2.6902 -3.1810
H -0.2288 0.4594 -3.6856
H 0.5579 1.2870 -2.6003
O -0.3178 0.9570 -2.8500
H 2.6972 1.7930 -1.3439
H 2.6742 3.0217 -2.2762
O 2.1428 2.2784 -2.0029
H 3.2046 -1.5712 1.8663
H 4.1752 -2.2042 0.9697
O 4.1287 -1.4884 1.6262
```

[4]
C6H36NO12 | wB97M-V/def2-TZVPD

The maximum force is 3.47 eV Å⁻¹. Its spin multiplicity is 2. Its charge is +2. As for the electronic energy: -1207.1587 hartree.

Structure (XYZ):
```
55
C6H36NO12 wB97M-V/def2-TZVPD
O -2.6275 0.7488 0.1308
C -1.9386 0.8473 -0.8331
C -1.6839 -0.2238 -1.8259
C -0.1892 -0.6903 -1.8301
C 0.2581 -0.9328 -0.4098
C 1.6780 -1.6956 -0.4022
C 2.7833 -0.8756 0.2775
N 2.7496 0.4992 -0.3682
H -1.5678 1.8152 -1.2724
H -1.9991 0.1950 -2.8081
H -2.3744 -1.0811 -1.7345
H 0.0039 -1.5059 -2.5302
H 0.5552 0.0483 -2.1976
H -0.4202 -1.5545 0.2015
H 0.2961 -0.0443 0.2504
H 1.7171 -2.0157 -1.4325
H 1.4645 -2.5478 0.2700
H 2.4082 -0.8658 1.2980
H 3.7480 -1.3496 0.0771
H 2.6094 0.2959 -1.3762
H 2.1811 1.1682 0.2438
H 3.7039 0.8682 -0.4325
H 3.8797 -0.0408 -4.2239
H 2.2677 -0.4490 -4.1234
O 3.1241 -0.3512 -3.7207
H -1.1273 -1.1204 2.6981
H -0.3725 -1.6453 3.9815
O -0.3546 -0.9713 3.2968
H 0.8249 1.7533 4.4043
H 0.0723 0.8486 3.3539
O 0.2468 1.7739 3.6212
H -4.4325 -3.1665 -0.6350
H -5.3527 -2.2058 -0.0566
O -4.4824 -2.5893 0.1426
H -1.6537 3.0292 1.3938
H -0.8131 3.4343 2.5624
O -0.8551 3.5190 1.5939
H -1.8426 -3.1569 0.4397
H -2.1745 -4.6506 0.2910
O -2.0423 -3.8420 -0.2186
H -0.3736 -3.8324 -1.4794
H 0.0255 -4.6071 -2.7369
O 0.3679 -3.9847 -2.0853
H -2.8240 -0.7567 1.0329
H -3.2996 -1.8706 1.9691
O -2.5082 -1.3681 1.7195
H 3.2796 3.5362 -1.7373
H 1.8794 3.6092 -1.2519
O 2.5142 2.9546 -1.6340
H 0.8851 5.4361 -0.0963
H 0.4475 4.0821 0.6001
O 1.0599 4.4919 -0.0488
H 1.5866 3.1560 1.2362
H 1.2426 1.9914 2.1367
O 1.8339 2.2210 1.3810
```

[5]
C6H37NO13 | wB97M-V/def2-TZVPD

The maximum force is 2.36 eV Å⁻¹. For the energy above the lowest of the compared OMol25 structures with the same formula, charge and spin, the calculation gives 90.6 kcal/mol. As for the electronic energy: -1283.6136 hartree.

Structure (XYZ):
```
57
C6H37NO13 wB97M-V/def2-TZVPD
C 1.2282 -2.5531 2.3686
N 0.0827 -1.8726 1.7449
C 0.4608 -0.6558 1.0628
C 0.0593 0.5081 1.5875
C -0.5115 0.8302 2.9255
C 2.1908 -1.0741 -0.6604
C 0.9746 -0.6662 -0.3420
H 0.9447 -3.5949 2.5369
H 1.4383 -2.1130 3.3418
H 2.1340 -2.5606 1.7530
H -0.2991 -2.4839 1.0289
H 0.0784 1.3789 0.9313
H 0.0812 1.6317 3.3462
H -0.6689 0.0841 3.7007
H -1.5406 1.2042 2.8273
H 2.5011 -1.0018 -1.7051
H 3.0998 -1.2365 -0.1057
H 0.1801 -0.4638 -1.0419
H 0.8581 0.4241 -5.0817
H 0.1310 -0.4344 -4.0892
O 0.5821 0.4264 -4.1634
H 0.3336 -4.0074 -0.7447
H 1.8417 -3.9725 -0.3741
O 1.2239 -4.0132 -1.1043
H 3.3822 2.2950 2.8317
H 2.1214 3.0268 3.3835
O 2.8087 2.3906 3.6012
H 2.8084 2.8607 -1.9009
H 1.7821 1.9201 -1.4203
O 2.5079 2.4667 -1.0846
H 3.1113 1.3669 0.4635
H 2.4654 0.6550 1.6571
O 3.3190 0.9013 1.2824
H 0.9374 4.2018 0.5261
H 2.4012 3.8058 0.7873
O 1.7345 4.4562 1.0187
H -2.2406 -1.2765 -1.4246
H -1.7284 -0.5230 -2.8043
O -1.7764 -0.5696 -1.8505
H -4.6981 -1.6829 -1.0261
H -3.8745 -1.0887 0.2232
O -3.8687 -1.6709 -0.5526
H -2.2776 -3.5081 0.5042
H -2.1643 -2.7634 -0.7414
O -1.8162 -3.5737 -0.3416
H -1.4437 3.3980 -0.2949
H -0.9547 4.7077 -0.8443
O -0.8587 4.1396 -0.0775
H -2.3966 1.4413 -1.3123
H -3.7161 1.7907 -0.9431
O -2.9121 2.2637 -1.2105
H -4.3043 0.7911 1.7615
H -2.8455 0.9837 1.2090
O -3.6864 0.5330 1.0780
H -0.3141 -2.9170 -3.6996
H 1.0250 -2.3241 -4.2298
O 0.0680 -2.2813 -4.3117
```

[6]
C6H38NO13 | wB97M-V/def2-TZVPD

The maximum force is 1.57 eV Å⁻¹. Its charge is -1. For the energy above the lowest of the compared OMol25 structures with the same formula, charge and spin, the calculation gives 0.0 kcal/mol. As for the electronic energy: -1284.4379 hartree.

Structure (XYZ):
```
58
C6H38NO13 wB97M-V/def2-TZVPD
C 0.4951 -0.3503 -0.1077
O 0.5495 -1.2998 -1.1366
C -0.9672 -0.0709 0.3135
C -0.9867 0.8407 1.5671
C -2.3342 0.7639 2.2787
C -0.6257 2.2976 1.2243
C -0.1094 3.0672 2.4614
N -1.7547 0.4953 -0.8016
H 0.9269 0.5931 -0.4610
H 1.0917 -0.7017 0.7689
H -1.4227 -1.0384 0.5696
H -0.1904 0.4705 2.3106
H -3.1730 1.0739 1.5987
H -2.3319 1.4152 3.1504
H -2.5299 -0.2217 2.6326
H 0.1208 2.3207 0.4359
H -1.5490 2.8228 0.8308
H 0.7510 2.5380 2.9030
H 0.2386 4.0759 2.1934
H -0.8923 3.2128 3.1939
H -1.6555 -0.1055 -1.6407
H -1.3516 1.4120 -1.0605
H -1.8886 -2.5006 -2.5881
H -0.6067 -1.6557 -2.3088
O -1.3659 -1.7984 -2.9469
H 1.1022 2.7169 -2.1372
H 0.3142 1.5706 -2.7023
O 0.2066 2.4261 -2.2593
H 2.0151 -1.6560 -1.3847
H 2.9331 -1.2889 -2.5481
O 3.0192 -1.6740 -1.6606
H 1.5455 -1.0234 3.2116
H 0.8213 -2.3487 2.9161
O 0.8991 -1.6238 3.5797
H -0.3650 -2.6481 -0.6967
H -1.7587 -3.0523 -0.2485
O -0.8766 -3.4324 -0.3443
H -3.6030 0.7213 -0.5037
H -4.6183 1.8603 -0.3348
O -4.5503 0.8948 -0.3034
H 0.9184 -0.5494 -2.4178
H 0.6989 -0.3707 -3.9693
O 1.1756 0.0238 -3.2369
H -3.8816 -2.4162 0.5175
H -3.4136 -1.4063 -0.5353
O -3.4197 -2.3422 -0.3307
H 4.8803 0.2509 -0.4391
H 3.4962 -0.3919 -0.8062
O 3.9457 0.4117 -0.3988
H 3.2889 0.6516 1.2168
H 2.1116 1.4482 1.8235
O 2.8198 0.8533 2.0457
H 3.3740 1.5155 -1.6430
H 2.4646 1.2102 -2.8888
O 3.0024 1.9140 -2.4629
H 1.6881 -2.9374 0.9842
H 0.2564 -3.5269 1.0228
O 1.0715 -3.4373 1.5539
```

Question: The highest maximum force belongs to which entry?
Answer: C6H35NO12